(1)
The following is a quantum chemistry calculation of a structure of composition C29H51BeF3HfNO20 in a non-equilibrium geometry, from OMol25.

Last column: Mulliken charge in e.
CARTESIAN COORDINATES (ANGSTROEM)
1 O 0.46298 1.36645 1.69563  1.13
2 H 6.16748 0.90678 -2.29683  0.46
3 C -2.51219 -1.71659 -0.88297  -0.47
4 C 2.01035 -1.87905 -2.21172  0.69
5 H -2.82005 -2.74404 -1.07829  0.55
6 C 3.57628 -3.27566 -3.40400  -0.72
7 C 0.27971 3.80032 4.21599  0.87
8 C 1.83342 -2.79335 3.23086  0.19
9 H 2.88699 5.97207 -2.15956  0.41
10 C 2.18465 5.73396 -1.36716  -0.71
11 H 3.54406 -3.77946 -4.36861  0.32
12 C 5.18222 0.69267 -0.35331  -0.37
13 H -0.21765 5.51264 4.51493  0.38
14 H -1.35917 -1.68458 4.56607  0.13
15 C 4.00031 1.16471 -2.39295  -0.43
16 C -1.77481 1.79399 -2.80612  0.65
17 Be -3.96925 0.05299 1.48861  0.48
18 H -2.03708 -1.33701 -1.79679  0.37
19 H 0.43415 -2.34065 -0.87897  -0.31
20 O 1.90418 3.46411 1.16849  -0.38
21 H -2.58726 3.66603 -3.50090  0.34
22 H 4.22793 2.15051 -2.79051  0.50
23 C 3.23168 -3.31253 1.31486  -0.32
24 H 0.04240 -2.63603 -2.57431  0.63
25 C -3.26479 -2.50844 2.81373  0.05
26 H -2.55886 1.05961 -2.62483  -0.50
27 H -0.54195 0.20102 -3.63522  0.54
28 H 3.28045 -3.98581 -2.63346  0.27
29 O 2.02988 -0.38593 2.65191  -0.78
30 H -1.75523 -1.66364 -0.10945  -0.70
31 H -5.97668 1.21471 2.27861  0.40
32 H 1.89330 6.66316 -0.87855  0.31
33 C 1.01344 4.89647 -1.94209  -0.63
34 H -2.59538 2.36398 -4.77314  0.34
35 H 0.29990 5.59577 -2.37173  0.48
36 F -0.92408 -2.46344 1.98627  0.03
37 O -3.59164 -0.84412 -0.60350  0.06
38 O 1.13285 2.02486 -4.82731  -0.56
39 C -2.33065 -1.20176 4.65851  -0.15
40 H -1.44371 0.38969 5.74700  0.37
41 O 1.37350 4.12992 3.61250  -0.76
42 H 1.64152 -0.86828 -2.39664  -0.78
43 H 3.06432 -3.75534 0.33676  0.19
44 O 0.18019 2.52818 4.10323  -0.59
45 H -6.54599 0.06661 -1.19968  0.43
46 H 0.76947 -2.78479 3.45047  -0.42
47 H 4.26465 -3.42513 1.64101  0.33
48 C 5.27361 0.46885 -1.86379  -0.67
49 H -5.11061 -1.80104 -1.54424  0.47
50 H -0.82102 -4.53081 -1.93100  0.26
51 O 2.71624 4.91120 -0.28357  -0.35
52 C 1.77884 4.10780 0.12809  -0.20
53 O 2.68285 -2.17216 -3.42452  -0.46
54 H -3.00817 -1.59846 5.41394  0.27
55 H 4.62731 -2.99743 -3.26508  0.24
56 C 2.21992 -1.58908 2.40738  0.53
57 F -1.55562 -4.07801 3.29216  -0.31
58 H 2.36217 -2.71934 4.18522  0.51
59 C -5.52038 0.25088 -0.88347  -0.57
60 C 0.56139 4.07378 -0.74085  1.25
61 H 0.17164 1.10241 -2.27298  -1.29
62 C 2.27038 -3.94922 2.30731  -0.38
63 C -0.42289 1.18414 -3.17783  1.22
64 N -0.38552 0.74644 0.95402  -0.40
65 C 0.11850 2.15290 -4.21487  0.26
66 F -2.24067 -3.92756 1.20842  -0.27
67 C 3.75542 1.11854 -0.14490  -0.55
68 H 0.13077 -5.91209 -1.59921  0.33
69 H 2.81131 -1.90738 -1.45746  -0.10
70 O -5.35058 0.23171 0.58870  0.24
71 O -0.78092 3.15405 -4.40127  -0.40
72 H -3.64596 -3.13016 3.63994  0.47
73 H 1.37915 -4.21753 1.73702  -0.07
74 H -0.35759 4.44190 -0.28930  0.49
75 O -0.02724 0.36223 -0.12943  0.27
76 C -1.99173 -3.25725 2.33239  0.46
77 H 5.84913 1.52344 -0.09581  0.34
78 O -0.59764 4.62237 4.65463  -0.35
79 H -1.63326 2.37906 -1.89194  0.01
80 C -4.62596 -0.82185 -1.48228  -0.60
81 O 1.20210 -4.08655 -1.64614  -0.39
82 H -3.18507 0.60437 5.42598  0.38
83 H 5.51362 -0.11752 0.29359  0.34
84 H 3.66640 0.48913 -3.17732  0.32
85 O -1.53915 0.63304 1.38496  0.11
86 H 1.44695 4.33108 -2.76583  0.11
87 C 0.83861 -2.73630 -1.82630  0.49
88 H 5.22703 -0.59403 -2.09325  0.04
89 O 2.89994 -1.90169 1.34865  -0.23
90 H -4.36697 -0.59564 -2.52235  0.34
91 H -0.24559 -4.72921 -0.30305  0.10
92 H -7.15890 1.26694 1.08462  0.36
93 C -6.07057 1.31216 1.19626  -0.83
94 O -4.27402 -2.30085 1.96670  -0.73
95 O 3.10378 1.22151 -1.27141  0.51
96 H -2.00389 0.84922 4.09431  0.13
97 O -2.97570 -1.21937 3.36229  -0.20
98 C -2.08898 2.79125 -3.90766  -0.59
99 C 0.04909 -4.85767 -1.34869  -0.57
100 H -5.82792 2.30157 0.80518  0.37
101 H -5.19123 1.22505 -1.25266  0.41
102 C -2.23365 0.29265 5.00156  -1.07
103 H 2.64330 -4.82330 2.83023  0.52
104 Hf 2.20135 1.96859 3.04286  1.58
105 O 3.20008 1.40485 0.91751  -0.49
106 H 0.43064 3.02279 -1.01235  -0.93

Cartesian forces (eV/Å) of the 2 atoms listed first:
1.2 1.1 1.9
0.1 -0.1 0.0

The molecular weight comes out at 978.21 g mol⁻¹. Its HOMO energy is -15.197 eV. Its total charge is +3.



(2)
The following is a quantum chemistry calculation of a structure of composition C29H51Br27NO8, from OMol25.

Last column: Mulliken charge in e.
CARTESIAN COORDINATES (ANGSTROEM)
1 Br 1.38858 -11.56944 7.84698  -0.02
2 H -3.66906 -2.27802 2.37023  -0.05
3 H -0.73454 0.13605 3.98606  0.17
4 C 0.78498 2.65350 -5.16262  -0.85
5 H 5.81550 -3.25126 0.42468  0.28
6 C -1.75748 -1.54122 1.76309  -0.26
7 Br 1.04599 -8.88291 6.19264  -0.07
8 Br -5.79419 -1.53555 -0.46472  -0.04
9 C -0.75145 2.69532 -5.04485  -0.65
10 Br 5.89955 -9.06523 -3.14764  -0.03
11 Br -2.14306 8.16337 -1.12118  0.02
12 Br -5.62622 -4.34484 1.02392  -0.05
13 H -1.13139 2.13987 0.03785  0.67
14 C 5.58923 -2.70961 -0.49605  -1.15
15 Br 1.90443 4.14560 1.31228  -0.05
16 H -3.22220 4.31224 0.54846  0.31
17 C 0.84734 5.65185 0.72568  -0.26
18 H -2.34991 -2.86898 3.38525  0.38
19 C -2.37279 -0.75248 -0.42696  -1.55
20 H -0.42216 -10.86646 6.32019  0.38
21 C -0.35968 -1.79489 -1.63571  -1.86
22 Br -7.33872 2.77513 -6.47205  0.00
23 O -3.01261 -0.95440 3.78238  -0.47
24 H 1.00112 4.52646 -4.11008  0.28
25 H 1.47917 3.08814 -3.15117  0.17
26 O -3.58454 3.72956 -0.13602  -0.40
27 H -1.06899 0.57837 -5.04466  0.54
28 C -4.84432 -3.20271 -0.30850  0.93
29 Br -4.67009 -4.08505 -2.00830  -0.08
30 O 3.47178 -3.94693 -0.72615  0.00
31 H -1.17952 2.79479 -6.04399  0.51
32 H -0.02652 -7.35058 0.81377  0.33
33 C 4.71435 -7.96162 -2.11701  -0.19
34 H -0.79344 -2.05421 1.84518  0.19
35 H -3.84646 -2.96610 0.03431  -0.72
36 C -1.36123 1.43394 -4.42747  -0.84
37 Br 1.74182 7.32188 0.97141  -0.02
38 Br 0.38021 7.26780 7.23791  -0.01
39 C 4.65363 -3.52311 -1.37663  -0.10
40 H -0.32990 9.77059 -0.63068  0.32
41 Br 2.27781 -6.58717 0.32708  0.14
42 Br 1.22889 -11.68734 4.67733  -0.02
43 H 0.04279 0.16921 0.44930  0.58
44 C 0.70117 6.77329 5.41229  -0.30
45 Br 0.92873 -9.43026 -0.11219  -0.05
46 H 5.18273 -1.72625 -0.24355  0.28
47 C -1.10937 -0.50987 -1.27751  2.85
48 O -2.60982 3.89194 -1.18446  -0.20
49 C -2.26810 -1.02689 4.98618  -0.28
50 H -0.47915 3.17656 -2.33734  -1.17
51 H 1.09399 2.96377 -6.16268  0.45
52 C 0.93623 -7.82325 0.94672  -0.41
53 H -1.04840 -2.50381 -2.11402  0.47
54 H 1.14692 1.62569 -5.04590  0.36
55 H -1.58168 -0.46674 1.90111  0.15
56 H 2.79304 -1.98281 -0.88925  0.34
57 H 0.88027 0.31979 -1.08193  0.51
58 H 0.88192 -4.24826 -0.16562  -0.19
59 H 0.40172 -1.52747 -2.39017  0.56
60 C -1.39292 9.80233 -0.43746  -0.35
61 H -2.80293 -0.40933 5.70936  0.38
62 N -0.46600 1.87825 -0.69233  1.04
63 Br 0.30584 5.42828 -1.10834  0.06
64 C 2.57831 -2.92799 -0.36613  -0.26
65 Br 1.13596 -8.21018 2.81936  0.06
66 H 3.95855 -8.60509 -1.68782  0.23
67 H -3.05739 2.64736 -2.78123  -0.37
68 Br 2.68804 1.15551 7.76191  -0.02
69 H -2.28311 -2.05388 5.37110  0.30
70 H -0.11082 -1.35394 4.70750  0.25
71 H 2.62587 -2.73141 0.71295  0.15
72 H 1.76942 6.66197 5.28837  0.32
73 H 1.16356 -3.66247 -1.79995  0.34
74 H -1.07743 3.58390 -4.48966  0.35
75 H -6.30320 0.66579 -5.70510  0.43
76 C -2.73788 -1.98771 2.86003  -0.28
77 C -1.03929 2.29032 -2.04461  1.20
78 Br -2.10427 11.33493 -1.34279  -0.01
79 C 0.65244 -10.77190 6.26206  -0.30
80 C 3.61534 4.50752 -3.69905  -0.55
81 Br 3.80447 -6.68033 -3.22968  -0.01
82 Br 5.63464 -7.11749 -0.65214  -0.06
83 Br 0.12315 8.13491 4.18692  -0.03
84 C 1.17360 -3.37155 -0.74320  -0.69
85 H -3.17664 -0.97337 -1.13616  0.36
86 H 5.17581 -4.42285 -1.70326  0.22
87 C -5.92811 1.67596 -5.78737  -0.37
88 O -1.60566 0.04387 -2.50196  -0.56
89 H 0.20582 0.86927 -3.10584  0.08
90 Br 0.58258 3.33930 8.73725  -0.03
91 Br -5.40800 2.22744 -4.01131  0.06
92 H 0.37874 2.42931 -0.50793  0.20
93 H -2.66165 0.17388 0.09758  0.36
94 C -2.50888 2.62765 -1.83907  -0.17
95 Br -1.62925 9.92928 1.46855  0.01
96 Br -4.41373 1.63327 -6.97326  -0.03
97 C 1.50002 3.54504 -4.15833  -0.02
98 H 6.52744 -2.54423 -1.03210  0.41
99 H 3.03554 4.85150 -2.83405  0.16
100 H 2.96035 3.04361 9.33269  0.35
101 Br -0.09391 5.06628 5.00698  0.02
102 H 3.96413 5.38705 -4.24439  0.27
103 H -2.45310 1.47011 -4.42960  -0.29
104 H 4.38983 -2.96848 -2.29056  0.27
105 C -0.82153 -0.53469 4.84435  -0.86
106 O -2.29644 -1.81252 0.47592  -0.26
107 C 2.43408 2.95347 8.39327  -0.29
108 Br 3.20010 4.23992 7.18702  -0.01
109 H -0.04945 5.66545 1.33188  0.37
110 H -2.99825 1.88917 -1.20055  0.44
111 H -0.51025 0.02431 5.72873  0.36
112 O 2.83448 3.69706 -4.56371  -0.45
113 C -0.09325 0.42337 -0.60123  -2.41
114 O 0.26610 -2.30129 -0.48922  0.12
115 C -0.85806 1.13313 -3.02172  0.45
116 H 4.47028 3.93196 -3.33783  0.27

Cartesian forces (eV/Å) of the 2 atoms listed first:
0.0 0.0 0.0
-0.1 0.1 0.1

The molecular weight comes out at 2699.13 g mol⁻¹. Its HOMO energy is -11.393 eV. Its total charge is +1.



no.,Kohn-Sham gap (eV)
1,3.840
2,8.562